A 2-piece molecular cluster, C4H5FO overall. Source: the OMol25 dataset; level of theory: the ωB97M-V functional and the def2-TZVPD basis.

```
11
Properties=species:S:1:pos:R:3:lowdin_charge:R:1
C -1.083 -1.093 -0.920 -0.048
C 0.232 -0.155 -0.648 -0.366
C 0.094 0.629 0.531 0.014
C 1.245 1.450 1.158 -0.290
H -1.130 -1.370 -2.051 0.079
H -1.928 -0.609 -0.463 0.019
H -1.122 -2.313 -0.142 0.184
H -0.731 0.658 1.157 0.074
H 2.060 1.094 0.586 0.091
O 1.128 2.108 2.124 0.077
F 1.235 -0.399 -1.332 0.167
```

Calculated values
HOMO energy = -9.580 eV
Frontier orbital gap = 0.3571 Eh
M = 88.081 g/mol
Energy above the lowest of the compared OMol25 structures with the same formula, charge and spin = 62.1 kcal per mole
Charge = 0
LUMO energy = 0.1 eV